# C42H55ClN9O3Rh

A structure of composition C42H55ClN9O3Rh in a non-equilibrium geometry (wB97M-V/def2-TZVPD, OMol25).

The geometry in XYZ format:
```
111
Properties=species:S:1:pos:R:3:forces:R:3
Rh 1.753 -0.596 0.101 -0.4 -0.2 -0.5
O 7.351 -0.760 3.981 2.9 -0.3 1.7
C 6.274 -0.407 4.432 -6.0 0.5 -6.0
O 5.845 -0.100 5.530 1.7 0.0 3.0
C 5.142 -0.321 3.285 0.8 0.3 2.1
C 5.444 -0.798 2.015 -0.3 -0.4 -1.2
C 4.436 -0.735 1.043 0.2 0.4 1.7
N 3.226 -0.233 1.344 1.7 0.0 0.0
C 2.917 0.233 2.578 -0.5 0.4 0.9
C 3.913 0.216 3.586 0.3 -0.1 -0.3
C 1.559 0.635 2.737 0.1 -0.2 -0.2
C 1.039 1.283 3.879 0.0 0.1 0.2
C -0.293 1.572 3.969 0.0 -0.1 -0.2
C -1.149 1.202 2.907 0.0 0.1 0.3
C -0.593 0.589 1.810 -0.3 0.1 0.0
N 0.702 0.316 1.685 0.1 0.0 0.2
C 4.569 -1.095 -0.351 -0.2 -0.2 -1.7
C 5.793 -1.361 -0.980 -0.3 0.1 0.6
C 5.866 -1.434 -2.351 -0.6 0.1 -0.5
C 4.694 -1.224 -3.091 0.8 -0.2 0.2
C 3.512 -1.039 -2.414 -0.2 0.0 -0.1
N 3.406 -1.021 -1.084 1.0 -0.1 0.3
H 6.418 -1.217 1.822 0.0 -0.1 -0.1
H 3.709 0.574 4.583 0.0 0.1 0.1
H 1.716 1.558 4.675 0.0 0.0 0.1
H -0.697 2.074 4.836 0.0 0.0 0.1
H -2.213 1.379 2.959 0.0 0.0 -0.1
H -1.224 0.289 0.984 0.1 -0.1 -0.1
H 6.682 -1.468 -0.378 0.0 0.1 0.1
H 6.809 -1.607 -2.852 0.0 0.0 0.0
H 4.707 -1.237 -4.173 0.0 0.0 0.1
H 2.597 -0.895 -2.971 -0.1 -0.1 0.1
C -0.665 -3.179 3.473 0.0 -0.1 -0.1
N 0.378 -4.108 3.093 -0.2 -0.2 0.0
C 0.749 -5.013 4.160 0.1 -0.1 0.0
C 1.335 -3.682 2.185 -0.3 0.5 0.3
N 1.438 -2.463 1.801 0.2 -0.1 -0.1
N 2.191 -4.656 1.729 0.1 -0.2 0.0
C 1.617 -5.881 1.206 0.0 -0.1 -0.1
C 3.384 -4.183 1.054 0.0 0.2 0.0
H -1.467 -3.744 3.948 0.0 0.0 0.0
H -1.065 -2.687 2.586 0.0 0.0 0.0
H -0.324 -2.413 4.182 0.1 0.0 0.0
H 1.006 -4.458 5.069 0.0 0.0 0.1
H 1.612 -5.605 3.867 -0.1 0.0 0.0
H -0.088 -5.676 4.387 0.0 0.0 0.0
H 0.842 -1.848 2.342 0.0 -0.1 0.0
H 0.669 -6.092 1.694 0.0 0.0 0.0
H 2.296 -6.715 1.384 0.0 0.0 0.0
H 1.441 -5.804 0.126 0.0 0.0 0.0
H 3.147 -3.558 0.187 0.1 -0.1 0.0
H 3.976 -5.038 0.735 0.0 -0.1 0.0
H 3.964 -3.585 1.756 0.1 0.1 -0.1
C -1.804 5.018 0.726 -0.1 -0.1 -0.1
C -2.699 4.329 -0.316 0.0 0.1 0.0
C -4.099 4.935 -0.144 0.1 -0.1 -0.1
C -2.786 2.839 0.010 0.1 0.1 0.0
C -2.145 4.584 -1.764 0.2 -0.6 0.0
O -2.399 5.928 -2.142 0.1 0.3 -0.1
C -2.648 3.619 -2.865 0.0 0.2 0.1
C -4.143 3.652 -3.258 0.1 0.0 0.0
C -4.918 2.439 -2.815 -0.2 0.1 0.0
C -6.107 2.548 -2.103 0.1 0.1 -0.1
C -6.816 1.425 -1.714 -0.1 -0.1 0.1
C -6.342 0.170 -2.053 0.1 0.2 0.0
Cl -7.220 -1.242 -1.570 -0.1 -0.1 0.0
C -5.174 0.035 -2.789 -0.1 -0.1 0.0
C -4.475 1.165 -3.165 -0.1 0.1 0.0
C -0.584 4.550 -1.834 -0.6 0.6 -0.2
N 0.058 3.268 -1.737 0.3 -0.3 0.4
C 0.768 2.709 -0.743 0.1 -0.2 0.0
N 1.288 1.567 -1.148 0.2 0.1 0.3
C 0.868 1.468 -2.428 0.0 0.2 0.1
N 0.134 2.477 -2.816 -0.2 0.0 -0.9
H -2.316 5.034 1.687 0.0 0.0 0.1
H -1.603 6.049 0.435 0.1 0.1 0.0
H -0.862 4.489 0.870 0.1 0.0 0.0
H -4.409 4.815 0.893 0.0 0.0 0.0
H -4.834 4.428 -0.762 -0.1 0.0 0.0
H -4.101 5.998 -0.367 0.0 0.1 0.0
H -3.095 2.725 1.050 0.0 -0.1 0.0
H -1.823 2.344 -0.110 0.0 -0.1 0.0
H -3.524 2.337 -0.613 0.0 -0.1 0.0
H -3.310 5.996 -2.446 0.0 0.0 0.0
H -2.370 2.605 -2.586 0.0 0.0 -0.1
H -2.065 3.865 -3.754 0.0 -0.1 0.1
H -4.200 3.687 -4.351 0.0 0.1 0.1
H -4.642 4.556 -2.899 0.0 0.0 -0.1
H -6.507 3.524 -1.855 0.1 0.0 0.0
H -7.736 1.525 -1.156 0.0 0.0 0.0
H -4.827 -0.946 -3.074 0.0 -0.1 0.0
H -3.576 1.059 -3.757 0.1 0.0 0.0
H -0.168 5.222 -1.091 0.1 -0.1 0.0
H -0.331 4.947 -2.818 0.0 0.0 0.1
H 0.891 3.139 0.236 0.0 0.1 0.1
H 1.108 0.647 -3.078 -0.1 0.0 0.0
C -0.751 -1.982 -3.118 0.1 -0.2 0.1
C -0.156 -2.438 -1.774 -0.1 -0.1 0.0
C 1.019 -3.385 -2.028 -0.2 0.1 0.1
C -1.235 -3.218 -0.993 0.1 -0.1 -0.2
C 0.225 -1.223 -0.985 -0.8 0.4 -0.2
H -1.119 -2.838 -3.685 -0.1 -0.1 -0.1
H 0.001 -1.473 -3.723 0.0 0.0 0.0
H -1.580 -1.292 -2.956 0.0 0.0 0.0
H 0.716 -4.215 -2.669 0.0 -0.1 0.0
H 1.368 -3.788 -1.078 0.1 0.0 0.0
H 1.851 -2.869 -2.506 0.0 -0.1 0.0
H -1.480 -4.157 -1.501 -0.1 0.0 0.0
H -2.148 -2.629 -0.894 0.0 0.0 0.0
H -0.860 -3.452 0.002 0.0 0.0 0.1
H -0.649 -0.554 -0.933 -0.1 0.0 -0.1
```
Positions in Å, forces in eV/Å.

Calculated values
E, Eh: -2922.5247
ΔE to the lowest compared entry with this formula, charge and spin, eV: 1.115
2S+1: 5
HOMO energy (spin up / spin down), eV: -4.799 / -7.557
E_LUMO (spin up / spin down), eV: -0.242 / -4.194
<S²>: 6.045



# C42H56N2O3

A cluster of 2 separate species, C42H56N2O3 in total in a non-equilibrium geometry (wB97M-V/def2-TZVPD, OMol25).

The geometry in XYZ format:
```
103
Properties=species:S:1:pos:R:3:forces:R:3
C 5.936 1.006 2.911 0.5 0.0 0.3
C 4.615 1.661 2.634 -0.3 -0.3 0.0
O 3.623 0.644 2.914 0.8 0.7 0.0
C 2.364 1.036 2.605 -1.3 -0.2 -0.3
C 1.310 0.126 3.107 1.2 1.0 -0.2
C 0.067 0.814 3.479 -1.3 -0.1 0.3
O -0.639 0.373 4.404 0.7 0.2 -0.5
C -0.421 2.139 2.884 1.0 0.3 0.1
C -1.724 2.135 2.107 -0.7 0.0 0.0
C -2.916 1.354 2.701 -0.2 0.2 -0.2
C -3.090 -0.052 2.095 -0.3 -0.1 0.0
C -3.223 -1.192 3.114 0.0 -0.2 0.2
C -2.508 -2.495 2.719 0.1 0.2 -0.2
C -0.973 -2.397 2.705 -0.1 0.0 0.1
C -0.359 -2.470 4.098 -0.3 -0.1 0.3
C 1.158 -2.353 4.097 0.0 -0.1 0.0
C 1.775 -0.951 4.063 0.1 0.4 0.8
O 2.203 2.041 1.918 0.3 -0.2 0.1
H 6.767 1.624 2.561 -0.1 0.0 0.0
H 6.069 0.863 3.990 0.0 -0.1 -0.2
H 5.997 0.024 2.427 0.0 0.2 0.0
H 4.425 2.505 3.308 0.1 -0.1 -0.2
H 4.519 2.015 1.600 0.0 -0.1 0.2
H -0.521 2.824 3.742 0.0 -0.3 -0.1
H 0.358 2.537 2.233 -0.3 0.1 0.2
H -2.046 3.181 2.020 0.3 -0.1 -0.1
H -1.525 1.796 1.083 -0.1 0.0 0.1
H -2.829 1.321 3.795 0.1 -0.1 -0.3
H -3.838 1.917 2.482 0.3 -0.1 0.1
H -4.021 -0.042 1.506 0.3 -0.1 -0.1
H -2.289 -0.262 1.372 0.0 0.0 0.2
H -2.843 -0.873 4.093 0.0 0.0 -0.2
H -4.293 -1.410 3.248 0.2 0.0 0.1
H -2.811 -3.272 3.435 0.1 0.0 -0.2
H -2.846 -2.813 1.723 -0.1 0.0 0.1
H -0.567 -3.210 2.081 0.0 0.1 0.1
H -0.643 -1.456 2.240 -0.2 -0.1 0.0
H -0.774 -1.676 4.728 0.0 -0.3 -0.1
H -0.645 -3.427 4.561 0.1 0.0 -0.1
H 1.532 -2.820 5.016 0.1 0.0 -0.1
H 1.565 -2.945 3.277 -0.2 0.0 0.2
H 2.850 -1.053 3.889 -0.2 -0.2 0.3
H 1.649 -0.531 5.082 0.1 -0.2 -0.3
C 8.655 -5.824 0.972 0.0 0.2 0.2
C 8.317 -7.231 1.431 0.3 -0.2 -0.3
N 6.962 -7.409 1.896 0.0 -0.2 -0.1
C 6.766 -8.689 2.539 0.1 -0.1 0.3
C 5.306 -9.037 2.764 0.0 0.0 -0.2
C 4.537 -7.857 3.348 -0.1 -0.3 0.4
C 4.772 -6.605 2.569 0.6 0.3 -0.6
C 6.007 -6.436 1.867 -0.7 0.7 0.0
C 6.222 -5.248 1.106 -0.3 -0.5 0.6
C 5.261 -4.260 1.098 -0.7 -0.1 0.4
C 4.008 -4.436 1.736 0.9 -0.8 0.3
C 2.978 -3.440 1.618 -0.3 1.9 -0.4
C 3.255 -2.095 1.464 0.6 -1.6 1.0
C 2.318 -1.113 1.071 -1.6 0.0 -1.7
C 2.660 -0.242 -0.037 0.1 0.4 0.3
C 4.010 -0.004 -0.406 -0.1 0.4 -0.2
C 4.346 0.802 -1.485 -0.7 -0.3 0.3
C 3.326 1.210 -2.396 -0.3 -0.5 0.7
N 3.656 1.895 -3.525 0.0 -0.1 -0.1
C 4.906 2.600 -3.703 0.4 -0.1 -0.2
C 5.801 2.574 -2.476 0.0 0.0 0.1
C 5.754 1.224 -1.756 0.6 -0.2 -0.1
C 2.735 2.094 -4.621 -0.3 0.3 -0.1
C 1.542 1.156 -4.568 0.1 -0.1 0.0
C 0.935 1.069 -3.169 -0.6 0.3 -0.1
C 1.970 0.858 -2.116 0.7 -0.1 0.6
C 1.659 0.309 -0.877 0.4 -0.4 0.0
C 3.801 -5.631 2.476 -0.1 0.8 -0.7
C 7.470 -5.135 0.297 0.3 0.0 -0.3
H 8.980 -5.229 1.832 -0.1 0.0 -0.1
H 9.496 -5.885 0.279 0.0 0.1 0.1
H 8.499 -7.956 0.619 0.0 0.2 0.1
H 9.001 -7.515 2.243 0.0 0.0 -0.1
H 7.242 -9.455 1.910 -0.1 0.1 0.1
H 7.314 -8.688 3.498 -0.1 -0.1 -0.1
H 4.846 -9.341 1.816 0.1 0.1 0.1
H 5.264 -9.894 3.438 -0.1 0.0 -0.1
H 3.468 -8.089 3.355 0.1 0.1 0.1
H 4.832 -7.705 4.397 0.0 -0.1 -0.1
H 5.447 -3.332 0.552 -0.1 -0.4 0.0
H 1.939 -3.807 1.558 0.5 0.3 0.1
H 4.295 -1.777 1.599 -0.3 -0.2 -0.2
H 1.257 -1.314 1.235 0.4 -0.2 -0.4
H 4.824 -0.466 0.159 -0.3 0.4 0.0
H 5.431 2.175 -4.574 -0.1 0.0 0.2
H 4.689 3.644 -3.968 -0.1 -0.1 0.0
H 6.822 2.800 -2.794 -0.1 0.0 0.1
H 5.491 3.366 -1.787 0.0 -0.1 0.0
H 6.306 1.301 -0.811 -0.1 -0.1 -0.2
H 6.274 0.462 -2.362 -0.1 0.2 0.1
H 2.402 3.148 -4.628 0.0 -0.2 0.0
H 3.283 1.944 -5.565 -0.1 0.0 0.2
H 0.795 1.510 -5.280 0.0 -0.1 0.0
H 1.859 0.159 -4.893 0.0 0.1 0.1
H 0.354 1.973 -2.950 0.0 0.0 -0.1
H 0.237 0.226 -3.145 0.0 0.2 0.0
H 0.618 0.229 -0.546 0.2 -0.1 -0.3
H 2.848 -5.762 2.999 0.3 0.0 -0.2
H 7.702 -4.079 0.136 0.0 -0.1 -0.1
H 7.315 -5.583 -0.698 0.0 0.1 0.2
```
Positions in Å, forces in eV/Å.

Calculated values
E, Eh: -1969.1674
ΔE to the lowest compared entry with this formula, charge and spin, eV: 0.000
HOMO energy, eV: -6.597
E_LUMO, eV: -1.169